{"formula": "C28H47BrNOP3Ru", "method": "ωB97M-V/def2-TZVPD", "species": ["C", "C", "C", "C", "N", "C", "C", "C", "C", "C", "C", "C", "C", "C", "Ru", "P", "H", "H", "H", "H", "H", "H", "H", "H", "C", "C", "H", "H", "H", "H", "H", "C", "C", "H", "H", "H", "H", "H", "C", "C", "H", "H", "H", "H", "H", "Br", "P", "C", "C", "H", "H", "H", "H", "H", "C", "C", "H", "H", "H", "H", "H", "C", "C", "H", "H", "H", "H", "H", "C", "P", "C", "C", "O", "H", "H", "H", "H", "H", "H", "H", "H", "H"], "positions_angstrom": [[-0.91288, 6.81340, -3.85221], [-1.09699, 5.46082, -4.20523], [-1.40719, 5.19165, -5.55168], [-1.50424, 6.25571, -6.47145], [-1.31517, 7.53075, -6.10973], [-1.02798, 7.81511, -4.83489], [-0.97944, 4.38368, -3.23967], [-0.87408, 3.52699, -2.37535], [-0.75300, 2.71042, -1.21764], [0.32421, 2.93341, -0.32201], [0.46536, 2.14185, 0.83795], [-0.35321, 1.03865, 0.83709], [-1.62976, 0.91236, 0.15647], [-1.71316, 1.72756, -1.01888], [-0.41152, -0.76780, 0.23629], [1.64232, -1.12406, 1.07706], [-1.56866, 4.16843, -5.86989], [-0.68130, 7.07536, -2.82238], [-1.74012, 6.04095, -7.51906], [-0.87822, 8.86587, -4.56003], [-2.54616, 1.56474, -1.70783], [1.03078, 3.73822, -0.52553], [-2.57505, 0.72806, 0.70810], [1.14791, 2.31129, 1.66782], [2.02491, -2.65867, 2.06344], [2.84477, -3.75394, 1.37789], [1.05990, -3.05342, 2.41481], [2.54112, -2.33386, 2.98153], [2.91015, -4.62426, 2.04463], [2.35202, -4.09457, 0.46232], [3.87597, -3.44386, 1.15865], [1.68945, -1.47299, -0.77583], [2.67270, -0.60705, -1.57777], [0.66407, -1.29729, -1.27353], [1.88353, -2.54900, -0.85064], [2.46135, -0.76285, -2.64386], [2.50628, 0.45452, -1.35028], [3.73198, -0.86603, -1.42197], [3.15423, -0.10734, 1.45055], [4.52598, -0.79240, 1.49930], [2.93920, 0.37172, 2.41612], [3.16164, 0.69900, 0.70698], [5.28683, -0.02538, 1.68687], [4.62125, -1.52094, 2.31394], [4.79793, -1.26018, 0.54647], [-1.65896, -0.93593, 2.41609], [-2.60788, -3.30996, -1.49580], [-0.80236, -3.56537, -1.39239], [-0.48611, -5.01265, -1.79162], [-0.50055, -3.32414, -0.35756], [-0.32963, -2.85783, -2.09006], [0.56034, -5.12238, -2.09500], [-0.67255, -5.71107, -0.97108], [-1.10377, -5.32584, -2.64370], [-3.20146, -3.17901, 0.21468], [-4.59475, -3.80179, 0.39652], [-3.16020, -2.11298, 0.50220], [-2.44865, -3.68277, 0.84098], [-4.78919, -3.96236, 1.46404], [-5.39052, -3.15913, 0.00881], [-4.66718, -4.76489, -0.10821], [-2.85500, -1.65949, -2.24558], [-3.17815, -1.86932, -3.73340], [-1.94952, -1.05545, -2.07692], [-3.68993, -1.19187, -1.70313], [-3.61627, -0.96580, -4.16553], [-2.27739, -2.11666, -4.30417], [-3.90140, -2.68733, -3.86031], [-0.56075, 0.87987, 5.65936], [0.99242, 0.83157, 4.73260], [1.64066, 2.52872, 4.72229], [2.16727, -0.27641, 5.54901], [0.86085, 0.32602, 3.31649], [-0.34697, 0.98693, 6.73757], [-1.11148, -0.04814, 5.47511], [-1.18027, 1.71839, 5.31634], [1.90227, 2.88651, 5.72742], [2.52084, 2.56408, 4.07147], [0.87999, 3.18524, 4.28143], [1.79693, -1.29655, 5.40234], [3.13117, -0.19570, 5.03402], [2.28053, -0.06116, 6.61876]], "mulliken_charge": [-0.16, 0.54, -0.18, -0.26, -0.38, -0.26, 0.01, -0.91, 0.96, -0.54, -0.71, 1.11, -0.57, -1.03, -0.47, 1.89, 0.47, 0.48, 0.41, 0.41, 0.65, 0.54, 0.46, 0.58, -0.69, -1.19, 0.56, 0.36, 0.43, 0.28, 0.28, 0.27, -1.50, -0.42, 0.40, 0.45, 0.29, 0.36, -0.38, -1.36, 0.08, 0.52, 0.46, 0.33, 0.27, -0.17, 0.14, 0.57, -1.52, -0.27, 0.40, 0.40, 0.39, 0.46, 0.11, -1.39, -0.04, 0.42, 0.40, 0.36, 0.40, 0.32, -1.39, -0.25, 0.51, 0.40, 0.36, 0.42, -1.09, 0.82, -1.14, -0.98, -0.74, 0.44, 0.32, 0.34, 0.42, 0.32, 0.35, 0.29, 0.31, 0.46], "multiplicity": 5, "e_above_lowest_kcal_mol": 72.7, "fmax_ev_per_a": 3.6, "charge": 4, "e_homo_ev": [-18.97, -19.11], "gap_ev": [6.31, 5.02]}

{"formula": "C4H6ClN2", "method": "ωB97M-V/def2-TZVPD", "species": ["C", "C", "C", "C", "N", "N", "Cl", "H", "H", "H", "H", "H", "H"], "positions_angstrom": [[-0.91367, 0.82547, 0.19553], [0.64586, -0.86507, 0.19221], [-1.25394, -0.56221, 1.44784], [0.95016, 0.90716, -1.38488], [-0.23189, -1.34762, 1.17180], [0.18619, 0.31302, -0.32098], [-2.61075, -0.77384, 2.37167], [-1.80277, 1.45116, -0.07473], [1.52737, -1.33040, -0.14399], [0.40057, 1.07867, -2.41434], [1.24508, 2.04094, -1.14343], [1.96301, 0.35492, -1.63524], [-0.10521, -2.09219, 1.73856]], "mulliken_charge": [-0.18, -0.02, 0.16, -0.81, -0.01, 0.08, -0.06, 0.39, 0.39, 0.32, 0.33, 0.26, 0.16], "multiplicity": 3, "e_above_lowest_kcal_mol": 36.9, "fmax_ev_per_a": 6.7, "charge": 1, "e_homo_ev": [-10.45, -15.47], "gap_ev": [6.21, 9.08]}

{"formula": "H3S3", "method": "ωB97M-V/def2-TZVPD", "species": ["S", "S", "H", "H", "S", "H"], "positions_angstrom": [[-0.31096, 1.14675, 1.06182], [1.70447, 0.64579, 1.11761], [-0.53664, 0.09689, -0.42201], [1.66271, -0.51317, 1.79921], [-0.66972, -0.87272, -1.55335], [-1.84986, -0.50354, -2.00327]], "mulliken_charge": [-0.54, -0.30, 0.16, 0.10, -0.46, 0.05], "e_above_lowest_kcal_mol": 2.0, "fmax_ev_per_a": 1.0, "charge": -1, "e_homo_ev": -2.96, "gap_ev": 6.56}

{"formula": "C4H10N2", "method": "ωB97M-V/def2-TZVPD", "species": ["C", "C", "C", "C", "H", "H", "H", "H", "H", "H", "H", "H", "H", "H", "N", "N"], "positions_angstrom": [[-0.31325, -1.10841, 0.93677], [0.27468, -0.40528, -0.31355], [-0.66883, 1.83106, -0.24313], [0.01629, 1.72514, -1.53876], [1.61276, -1.98288, 1.60321], [0.26007, -3.05368, 1.60686], [-0.38830, -0.36657, 1.82914], [-1.30070, -1.52775, 0.61103], [1.33228, -0.10883, -0.12285], [0.25352, -1.22959, -1.02750], [-0.09020, 1.97059, 0.77609], [-1.71344, 2.15925, -0.21986], [1.07719, 1.67004, -1.65334], [-0.45107, 2.07054, -2.46025], [0.73919, -2.22291, 1.06526], [-0.64021, 0.57926, -0.84910]], "mulliken_charge": [-0.31, -0.64, -0.13, -0.56, 0.21, 0.24, 0.22, 0.31, 0.30, 0.33, 0.20, 0.22, 0.23, 0.23, -0.57, -0.28], "e_above_lowest_kcal_mol": 61.8, "fmax_ev_per_a": 3.6, "charge": 0, "e_homo_ev": -9.09, "gap_ev": 10.24}

{"formula": "C4H7N3", "method": "ωB97M-V/def2-TZVPD", "species": ["C", "N", "C", "C", "C", "N", "N", "H", "H", "H", "H", "H", "H", "H"], "positions_angstrom": [[-1.86444, 0.55458, 0.11092], [-0.41527, 1.68874, 0.14718], [-0.03196, 0.44799, 0.67389], [0.88792, -0.09610, -0.23110], [1.65212, -1.37901, -0.16917], [0.98389, 0.76869, -1.24313], [0.18114, 1.80145, -1.03187], [-2.14794, 0.88398, -0.88420], [-2.44060, 1.05061, 0.88664], [-1.93385, -0.53153, 0.18938], [-0.20385, 0.19422, 1.71309], [2.46826, -1.35963, -0.89570], [2.07446, -1.54876, 0.82689], [1.00911, -2.23404, -0.40755]], "mulliken_charge": [-0.84, 0.01, -0.11, 0.61, -1.09, -0.27, -0.68, 0.33, 0.37, 0.32, 0.44, 0.33, 0.32, 0.24], "e_above_lowest_kcal_mol": 85.4, "fmax_ev_per_a": 0.5, "charge": 0, "e_homo_ev": -9.32, "gap_ev": 9.71}

{"formula": "BH3S", "method": "ωB97M-V/def2-TZVPD", "species": ["B", "S", "H", "H", "H"], "positions_angstrom": [[-1.77679, 0.93009, 0.53284], [-2.61208, -0.19574, -0.25491], [0.40687, -0.40410, 1.75300], [-1.03185, 1.47296, 1.15324], [0.61245, -0.44633, 0.99100]], "mulliken_charge": [0.30, -0.27, -0.01, -0.02, 0.00], "e_above_lowest_kcal_mol": 18.7, "fmax_ev_per_a": 2.5, "charge": 0, "e_homo_ev": -10.54, "gap_ev": 10.93}

{"formula": "C5H7NO", "method": "ωB97M-V/def2-TZVPD", "species": ["O", "C", "N", "C", "C", "C", "C", "H", "H", "H", "H", "H", "H", "H"], "positions_angstrom": [[-2.04239, 0.26664, -0.99504], [-1.77246, 0.87406, 0.02081], [-1.00639, 0.38985, 1.03352], [-0.40174, -0.92445, 0.97766], [0.72817, -1.09066, -0.06119], [1.56467, 0.10457, -0.19345], [2.19062, 1.12520, -0.32662], [-2.17300, 1.88029, 0.23660], [-0.61343, 1.05982, 1.67574], [-1.18775, -1.65095, 0.75015], [-0.02945, -1.14070, 1.98277], [1.33862, -1.95527, 0.22708], [0.28554, -1.31578, -1.03638], [2.73987, 2.02996, -0.46856]], "mulliken_charge": [-0.54, -0.02, -0.14, -0.69, -0.62, -0.49, 0.18, 0.35, 0.28, 0.26, 0.40, 0.35, 0.27, 0.40], "e_above_lowest_kcal_mol": 41.0, "fmax_ev_per_a": 0.5, "charge": 0, "e_homo_ev": -9.86, "gap_ev": 10.74}

{"formula": "C22H12ClN5O8V", "method": "ωB97M-V/def2-TZVPD", "species": ["V", "Cl", "C", "C", "C", "C", "O", "C", "C", "N", "C", "C", "C", "C", "C", "C", "C", "C", "N", "C", "C", "H", "H", "H", "H", "H", "H", "H", "H", "H", "H", "O", "N", "O", "C", "C", "C", "C", "O", "C", "C", "N", "O", "O", "N", "O", "O", "H", "H"], "positions_angstrom": [[0.89818, -0.30511, 0.11515], [-6.13515, 0.16920, 0.05242], [-4.46100, -0.24748, -0.12869], [-4.06253, -1.57889, 0.03046], [-2.74559, -1.93417, -0.12299], [-1.76625, -0.96941, -0.39901], [-0.50824, -1.33854, -0.56301], [-2.17835, 0.37814, -0.54745], [-1.25279, 1.39762, -0.94124], [0.02655, 1.29116, -0.80813], [0.93554, 2.15135, -1.46810], [0.76230, 3.47969, -1.72537], [1.76436, 4.20047, -2.41331], [2.91341, 3.58929, -2.82260], [3.12736, 2.21699, -2.54432], [4.30258, 1.51595, -2.89330], [4.43872, 0.20387, -2.54175], [3.40530, -0.41979, -1.82255], [2.28905, 0.19105, -1.50102], [2.13644, 1.50192, -1.85764], [-3.53977, 0.71478, -0.43531], [-4.80520, -2.32674, 0.27329], [-2.42782, -2.96094, -0.00609], [-1.65891, 2.27608, -1.44344], [-0.13003, 3.99050, -1.38721], [1.61348, 5.25398, -2.60501], [3.68123, 4.14620, -3.34384], [5.09112, 2.03234, -3.42679], [5.33046, -0.35626, -2.78196], [3.51189, -1.44416, -1.48798], [-3.85172, 1.74249, -0.57219], [0.80124, 3.65775, 6.57505], [1.52810, 3.42158, 5.63019], [2.62299, 3.92374, 5.45780], [1.05697, 2.47091, 4.62487], [1.87472, 2.17645, 3.53676], [1.40390, 1.28280, 2.61936], [0.12280, 0.66852, 2.68079], [-0.24248, -0.10880, 1.72671], [-0.65379, 1.01607, 3.81314], [-0.18586, 1.89805, 4.77285], [-2.00976, 0.49094, 4.00101], [-2.54869, 0.70586, 5.07240], [-2.52773, -0.11336, 3.08425], [2.18370, 0.92719, 1.46247], [3.06263, 1.71655, 1.02451], [2.37952, -0.42101, 1.32163], [2.84409, 2.63700, 3.41800], [-0.80688, 2.14368, 5.62019]], "mulliken_charge": [0.27, -0.23, 0.20, -0.57, -0.58, 0.47, -0.96, 0.38, 0.15, 0.66, -0.26, -0.59, -0.87, -0.93, 1.07, -0.64, -0.79, -0.13, 0.01, 0.87, -1.02, 0.42, 0.44, 0.46, 0.48, 0.40, 0.41, 0.43, 0.40, 0.44, 0.44, -0.63, 1.05, -0.64, -0.37, -0.50, -0.10, 1.26, -0.44, -0.69, -0.41, 0.96, -0.66, -0.53, 1.13, -0.77, -0.74, 0.62, 0.63], "multiplicity": 2, "e_above_lowest_kcal_mol": 2.7, "fmax_ev_per_a": 1.8, "charge": 0, "e_homo_ev": [-7.80, -7.66], "gap_ev": [6.39, 6.24]}

{"formula": "C2H8OS", "method": "ωB97M-V/def2-TZVPD", "species": ["C", "S", "H", "H", "H", "H", "C", "O", "H", "H", "H", "H"], "positions_angstrom": [[-1.31303, 1.43931, 0.47770], [-1.38347, -0.22205, -0.41357], [-0.35375, 2.01357, -0.12811], [-1.46661, 1.14828, 1.54480], [-2.14620, 2.02932, 0.02268], [-1.94127, -0.88047, 0.61074], [1.99991, 0.13386, 0.02806], [2.08430, -1.28164, 0.15475], [1.71586, 0.43502, -1.00876], [3.03983, 0.50437, 0.14098], [1.32935, 0.61283, 0.76116], [1.16267, -1.49600, 0.40103]], "mulliken_charge": [-0.71, -0.22, 0.20, 0.31, 0.29, 0.13, -0.46, -0.49, 0.22, 0.28, 0.16, 0.30], "e_above_lowest_kcal_mol": 38.8, "fmax_ev_per_a": 4.0, "charge": 0, "e_homo_ev": -9.36, "gap_ev": 10.00}